Molecular formula: C3H12NO
Method: DFT, ωB97M-V/def2-TZVPD

## Properties
- Total charge: +1
- LUMO level: -3.6 eV
- E_tot: -251.22289 hartree
- Energy above the lowest of the compared OMol25 structures with the same formula, charge and spin: 29.78 kcal/mol
- HOMO level: -15.4 eV

Each line ends with the Löwdin charge.
Cartesian coordinates (Å):
O (-1.734688, 1.830413, 1.472592)  -0.05
N (0.135795, 1.043399, -1.555287)  0.21
C (0.479706, -2.090563, 0.226901)  -0.10
C (1.054915, -0.698441, 0.004213)  -0.24
C (0.053403, 0.409310, -0.188770)  -0.17
H (1.909719, -0.736736, -0.680422)  0.12
H (-0.939242, 0.012069, -0.008650)  0.12
H (-0.629546, 1.714001, -1.632616)  0.17
H (1.669245, -0.550864, 0.897444)  0.12
H (0.023906, 1.231086, 0.512813)  0.10
H (-1.333232, 1.833631, 2.342616)  0.06
H (1.024086, 1.534154, -1.648004)  0.17
H (-2.644223, 1.555685, 1.401819)  0.06
H (-0.382053, -2.112250, 0.905095)  0.08
H (0.074336, 0.329990, -2.281636)  0.18
H (1.065471, -2.708403, 0.906908)  0.09
H (0.172395, -2.596482, -0.675011)  0.08

Forces on the atoms, in the same order (eV/Å):
0.854 0.457 -1.068
-0.281 -0.278 0.466
-0.950 -0.299 0.908
1.611 -0.735 1.348
-0.191 -0.259 0.290
-0.538 0.161 -0.748
-0.262 -0.105 -0.730
0.045 0.056 -0.334
-0.437 0.670 0.297
0.807 0.096 0.030
-0.882 -0.153 0.403
0.015 0.050 -0.125
-0.337 -0.072 0.957
-0.499 0.795 -0.447
-0.074 0.145 -0.162
0.958 -0.155 -0.870
0.162 -0.375 -0.215